This record from OMol25 describes a molecular structure, C38H48As3IrN8O3. The level of theory is the ωB97M-V functional and the def2-TZVPD basis.

Geometry as XYZ:
```
101
Properties=species:S:1:pos:R:3:forces:R:3
Ir -0.642 0.189 0.185 -0.07 -0.01 0.09
C 4.808 0.624 -1.234 -0.04 -0.01 -0.05
N 3.539 0.197 -0.609 0.01 0.02 0.03
C 2.374 0.827 -0.577 -0.01 0.03 0.00
N 1.460 0.023 -0.033 0.07 -0.05 -0.02
C 2.161 -1.118 0.246 -0.01 0.00 -0.05
N 3.416 -1.040 -0.098 0.01 0.00 0.04
C 4.797 0.307 -2.709 0.03 0.01 -0.01
C 5.691 -0.588 -3.280 0.00 -0.01 0.01
C 5.625 -0.860 -4.644 0.02 -0.01 0.01
C 4.654 -0.272 -5.437 -0.02 0.01 -0.02
C 3.752 0.620 -4.860 0.03 -0.01 0.01
C 3.846 0.919 -3.509 -0.01 0.01 0.03
C 2.650 1.202 -5.618 -0.05 0.01 0.00
N 2.198 0.917 -6.788 0.01 0.02 -0.01
N 1.036 1.663 -6.957 -0.01 -0.03 0.01
C 0.875 2.335 -5.873 0.04 -0.01 -0.02
O 1.861 2.101 -4.969 0.01 0.00 0.00
C -0.224 3.203 -5.458 -0.03 0.03 0.01
C -1.314 3.430 -6.298 0.01 -0.03 0.00
C -2.373 4.195 -5.844 -0.02 0.02 0.00
C -2.365 4.725 -4.556 0.01 0.00 0.01
C -1.273 4.512 -3.726 0.00 0.02 0.01
C -1.214 5.105 -2.339 0.05 -0.03 -0.03
N -0.825 4.073 -1.351 -0.03 0.04 0.04
C -1.188 2.803 -1.306 -0.02 -0.01 -0.02
N -0.577 2.210 -0.277 -0.01 0.01 0.02
C 0.165 3.215 0.277 0.00 0.00 -0.01
N 0.034 4.350 -0.353 -0.01 -0.02 -0.02
C -0.198 3.763 -4.187 -0.02 -0.02 0.00
H 5.598 0.100 -0.703 0.00 -0.02 0.00
H 4.914 1.693 -1.051 -0.01 0.00 0.00
H 2.214 1.827 -0.943 0.00 0.00 0.00
H 1.725 -1.993 0.695 0.01 0.00 0.01
H 6.444 -1.072 -2.671 0.00 0.00 0.00
H 6.335 -1.545 -5.087 0.00 0.00 0.00
H 4.589 -0.494 -6.494 -0.01 0.00 0.00
H 3.159 1.641 -3.087 0.00 0.00 0.00
H -1.321 3.003 -7.292 0.01 0.00 0.00
H -3.218 4.380 -6.493 0.00 0.00 0.00
H -3.203 5.320 -4.214 0.00 0.00 0.00
H -2.169 5.532 -2.038 -0.01 -0.01 0.01
H -0.452 5.877 -2.250 0.00 0.00 0.00
H -1.858 2.344 -2.014 0.02 -0.01 -0.01
H 0.808 3.091 1.132 0.01 0.00 -0.01
H 0.675 3.617 -3.560 0.00 0.00 0.00
C -4.088 1.627 0.197 -0.01 0.00 -0.01
As -3.049 0.039 0.549 0.09 0.03 0.00
C -3.908 -1.292 -0.557 -0.02 0.02 0.01
C -3.577 -0.317 2.397 -0.02 -0.02 -0.02
C -2.816 -1.210 3.407 -0.06 0.05 0.05
C -3.357 -0.776 4.787 0.00 -0.01 -0.02
C -1.278 -1.025 3.424 0.04 0.01 -0.01
As -0.465 0.511 2.550 -0.07 -0.02 -0.05
C -1.214 2.145 3.258 0.00 0.00 0.00
C 1.335 0.496 3.232 0.00 0.01 0.02
C -3.183 -2.704 3.276 0.03 -0.02 -0.01
As -2.400 -3.827 1.851 -0.02 0.01 0.01
C -3.694 -5.181 1.411 0.00 0.00 0.02
C -0.879 -4.738 2.591 0.00 0.00 0.00
H -5.108 1.476 0.549 0.00 0.00 0.00
H -4.117 1.814 -0.876 0.00 0.01 0.01
H -3.654 2.486 0.706 -0.01 0.01 0.00
H -4.959 -1.341 -0.274 0.00 -0.03 -0.01
H -3.445 -2.269 -0.438 0.01 -0.01 0.01
H -3.839 -0.996 -1.603 0.01 0.01 0.00
H -4.615 -0.655 2.333 0.00 -0.01 0.00
H -3.634 0.689 2.820 0.01 0.00 -0.01
H -3.112 0.268 4.991 0.00 0.00 0.00
H -2.925 -1.386 5.582 0.00 0.00 0.00
H -4.442 -0.879 4.835 0.00 0.00 0.00
H -0.766 -1.852 2.932 0.01 -0.02 -0.01
H -0.922 -0.999 4.456 0.02 0.00 -0.01
H -1.431 2.004 4.316 0.00 -0.01 0.00
H -2.120 2.434 2.731 0.00 0.00 0.00
H -0.477 2.940 3.163 -0.01 0.01 0.00
H 1.288 0.718 4.298 0.02 0.00 0.00
H 1.933 1.256 2.732 0.00 -0.01 0.00
H 1.794 -0.480 3.084 -0.02 -0.01 -0.02
H -4.265 -2.819 3.182 0.00 0.02 -0.01
H -2.885 -3.227 4.190 0.01 0.01 0.01
H -4.615 -4.723 1.059 0.00 0.00 0.00
H -3.891 -5.773 2.306 -0.01 0.00 -0.01
H -3.272 -5.816 0.634 0.01 0.01 0.00
H -0.050 -4.049 2.731 0.00 0.00 0.01
H -0.587 -5.517 1.890 0.00 0.00 0.00
H -1.159 -5.182 3.547 0.00 0.00 0.00
O -1.136 -3.811 -0.336 -0.03 -0.16 0.00
C -0.792 -2.647 -0.493 -0.01 0.05 -0.02
O -0.760 -1.824 0.527 0.01 0.07 0.01
C -0.392 -2.107 -1.820 0.02 0.06 -0.02
C -0.618 -0.764 -2.140 -0.05 0.07 0.04
C -0.185 -0.230 -3.347 -0.01 0.02 0.08
C 0.482 -1.052 -4.246 0.02 -0.04 -0.03
C 0.708 -2.385 -3.936 0.00 -0.02 0.03
C 0.270 -2.918 -2.728 0.01 0.01 -0.02
H -1.400 -0.161 -1.597 0.06 -0.07 -0.05
H -0.397 0.801 -3.607 -0.01 0.01 0.01
H 0.800 -0.666 -5.207 0.00 0.02 0.00
H 1.222 -3.020 -4.646 0.00 0.00 0.00
H 0.445 -3.958 -2.484 0.00 0.00 0.00
```
Forces are in eV/Å.

Calculated values
energy above the lowest of the compared OMol25 structures with the same formula, charge and spin	0.000	eV
F_max	0.16	eV/A
total charge	+3
2S+1	2
DFT total energy	-8951.40928	a.u.
Kohn-Sham gap (alpha / beta)	0.243 / 0.206	Ha
E_HOMO (alpha / beta)	-14.91 / -14.91	eV

Mulliken atomic charge list, values in e, 2 entries:
1 Ir 1.332
2 C -1.250